ORCA calculation (wB97M-V/def2-TZVPD) on a cluster of 2 separate species, C3H7O3 in total at a distorted geometry.

Energy above the lowest of the compared OMol25 structures with the same formula, charge and spin, kcal per mole: 28.3
Charge: -1
Spin multiplicity: 1
Total energy, eV: -9367.933
LUMO level, eV: 3.882
HOMO-LUMO gap, eV: 7.90

Each line ends with the Mulliken charge.
Cartesian coordinates (Å):
C -0.392 -2.378 -0.408  -0.88
C -1.080 -1.020 0.038  0.62
O -1.360 -0.962 1.254  -0.74
O -1.210 -0.149 -0.847  -0.72
H 0.270 -2.556 0.441  0.24
H 0.237 -2.155 -1.261  0.26
H -1.146 -3.138 -0.580  0.24
C 0.500 2.051 -0.017  -0.37
O 1.783 2.450 0.514  -0.56
H 1.893 2.037 1.360  0.30
H -0.123 1.460 0.653  0.17
H 0.745 1.446 -0.876  0.21
H -0.118 2.913 -0.271  0.20

=====

ORCA calculation (wB97M-V/def2-TZVPD) on a cluster of 2 separate species, C3H7O3 in total at a distorted geometry.

Energy above the lowest of the compared OMol25 structures with the same formula, charge and spin, kcal per mole: 33.5
Charge: 0
Spin multiplicity: 2
Expectation value of S²: 0.7562
Total energy, eV: -9363.943
LUMO level (alpha / beta), eV: 0.696 / -3.674
HOMO-LUMO gap (alpha / beta), eV: 10.82 / 6.44

Each line ends with the Mulliken charge.
Cartesian coordinates (Å):
C 0.595 -0.096 -2.051  -0.73
C 1.464 -0.969 -1.018  0.66
O 2.194 -1.754 -1.593  -0.48
O 1.100 -0.787 0.146  -0.33
H 0.821 0.968 -1.974  0.30
H -0.442 -0.401 -2.013  0.27
H 0.998 -0.315 -3.038  0.30
C -0.960 0.486 1.626  -0.46
O -1.595 1.305 2.579  -0.53
H -1.681 0.829 3.415  0.30
H -0.744 1.124 0.781  0.17
H -0.157 -0.120 2.037  0.26
H -1.594 -0.270 1.103  0.28

=====

ORCA calculation (wB97M-V/def2-TZVPD) on a cluster of 2 separate species, C3H7O3S in total at a distorted geometry.

Energy above the lowest of the compared OMol25 structures with the same formula, charge and spin, kcal per mole: 87.8
Charge: -1
Spin multiplicity: 1
Total energy, eV: -20200.244
LUMO level, eV: 3.791
HOMO-LUMO gap, eV: 6.76

Each line ends with the Mulliken charge.
Cartesian coordinates (Å):
C -1.309 -1.639 0.653  -0.93
C 1.177 0.343 -1.439  -0.74
C -0.126 -0.982 1.333  0.35
O -0.574 1.987 -2.083  -0.59
O 0.530 2.635 0.123  -0.65
O 0.552 -1.531 2.150  -0.54
S 0.793 1.965 -1.598  0.34
H -1.605 -2.620 1.100  0.29
H -2.090 -0.933 1.003  0.25
H -1.349 -1.824 -0.386  0.37
H 0.472 -0.398 -1.332  0.11
H 2.069 0.071 -0.889  0.28
H 0.134 -0.098 0.743  0.21
H 1.326 3.027 0.621  0.25

=====

ORCA calculation (wB97M-V/def2-TZVPD) on a cluster of 2 separate species, C3H7O4PS in total at a distorted geometry.

Energy above the lowest of the compared OMol25 structures with the same formula, charge and spin, kcal per mole: 26.8
Charge: -2
Spin multiplicity: 1
Total energy, eV: -31539.581
LUMO level, eV: 5.739
HOMO-LUMO gap, eV: 5.83

Each line ends with the Mulliken charge.
Cartesian coordinates (Å):
C 1.656 -0.309 -0.374  -0.93
C -1.733 0.028 -0.366  -0.49
C -1.189 -1.303 -0.013  0.16
O -0.208 -0.153 2.162  -0.78
O 0.326 -2.616 1.895  -0.74
O -2.121 -1.921 2.190  -0.75
O -1.737 1.037 0.624  -0.65
P -0.701 -1.557 1.760  0.78
S -1.198 -2.564 -1.012  -0.43
H 1.000 0.339 0.291  0.17
H 1.443 -0.167 -1.370  0.29
H 2.687 0.052 -0.059  0.29
H -2.690 -0.164 -0.885  0.25
H -0.969 0.354 -1.062  0.23
H -1.026 0.685 1.366  0.42
H 1.459 -1.374 -0.158  0.18

=====

ORCA calculation (wB97M-V/def2-TZVPD) on a cluster of 2 separate species, C3H7OP in total at a distorted geometry.

Energy above the lowest of the compared OMol25 structures with the same formula, charge and spin, kcal per mole: 64.8
Charge: 0
Spin multiplicity: 1
Total energy, eV: -14557.410
LUMO level (alpha / beta), eV: 0.387 / 0.389
HOMO-LUMO gap (alpha / beta), eV: 7.52 / 7.52

Each line ends with the Mulliken charge.
Cartesian coordinates (Å):
C -0.089 1.511 -0.219  0.50
C -1.110 0.806 -0.923  -0.93
C 0.621 -1.185 1.138  -0.96
O 0.420 2.469 0.269  -0.35
P 1.738 -0.471 -0.120  -0.04
H -1.443 0.045 -0.221  0.26
H -1.889 1.507 -1.259  0.34
H -0.658 0.233 -1.781  0.30
H -0.352 -1.202 0.854  0.26
H 0.607 -0.559 2.031  0.30
H 1.050 -2.061 1.532  0.38
H 1.103 -1.093 -1.300  -0.05

=====

ORCA calculation (wB97M-V/def2-TZVPD) on the molecule C3H7OP at a distorted geometry.

Energy above the lowest of the compared OMol25 structures with the same formula, charge and spin, kcal per mole: 9.3
Charge: 0
Spin multiplicity: 1
Total energy, eV: -14559.814
LUMO level, eV: 0.640
HOMO-LUMO gap, eV: 10.63
SMILES: C=C[P@H](C)=O

Each line ends with the Mulliken charge.
Cartesian coordinates (Å):
C 0.402 1.353 -1.588  -0.56
C 0.240 0.047 -1.174  -0.17
P -0.878 -0.260 0.249  0.55
C 0.341 -0.876 1.487  -0.91
O -1.964 -1.261 0.246  -0.68
H 0.896 1.707 -2.427  0.33
H -0.084 2.056 -0.796  0.08
H 0.528 -0.790 -1.733  0.39
H -1.346 1.093 0.617  0.06
H 0.840 -0.110 2.163  0.29
H -0.053 -1.689 2.111  0.31
H 1.078 -1.271 0.845  0.31